A structure of composition C22H45F2NO7S3Si2 at a distorted geometry, computed with ωB97M-V/def2-TZVPD.

```
82
Properties=species:S:1:pos:R:3
C 3.28330 -3.47608 3.03981
C 3.76302 -2.60465 2.34589
Si 4.29133 -1.22887 1.26318
C 6.14623 -1.06332 1.28066
C 6.67547 0.32439 0.88244
C 6.36313 0.73722 -0.53504
F 6.67009 2.09351 -0.63736
O 3.63710 0.19274 1.75397
Si 1.92644 0.32244 1.65627
C 1.58103 2.18347 1.57237
C 0.24511 2.51800 0.90155
N 0.13460 3.97873 0.65636
C 1.04998 -0.36863 3.16624
C -0.34356 -1.05233 3.00264
C -1.04603 -0.99540 1.64937
C -0.62091 -2.09467 0.67127
C -1.35814 -1.99265 -0.66692
C -0.69779 -0.95949 -1.62323
C -1.58526 0.31630 -1.68926
S 3.75740 -1.76386 -0.84363
O 2.89964 -2.88988 -0.88250
O 5.00112 -2.01038 -1.49124
F 3.12026 -0.51157 -1.58015
H 2.99753 -4.31775 3.61084
H 6.46629 -1.26296 2.30483
H 6.61479 -1.84150 0.68122
H 6.37610 1.09332 1.58609
H 7.76244 0.27787 0.95756
H 6.97101 0.23166 -1.27947
H 5.31137 0.65095 -0.80335
H 1.46667 -0.24432 0.38054
H 1.49078 2.49557 2.61692
H 2.41486 2.73921 1.14889
H -0.58539 2.23508 1.54314
H 0.16627 1.96967 -0.03721
H -0.73816 4.30914 1.04716
H 0.02957 4.12709 -0.34052
H 1.72168 -1.09542 3.62380
H 0.97900 0.43731 3.89565
H -0.26827 -2.09366 3.30879
H -1.01163 -0.60194 3.73601
H -2.09739 -1.22184 1.83658
H -1.06207 -0.00953 1.18254
H 0.45854 -2.15421 0.54016
H -0.91870 -3.04972 1.11243
H -2.39267 -1.71444 -0.47305
H -1.40882 -2.96437 -1.15560
H 0.29950 -0.71325 -1.27892
H -0.69923 -1.40063 -2.61800
H -2.07499 0.48181 -0.73456
H -0.99748 1.16124 -2.00530
H -2.34837 0.15384 -2.44531
C 0.89006 3.23366 -5.87415
C 0.92905 1.77956 -6.36150
C -0.15635 1.01029 -5.59804
S -1.42556 2.21309 -5.18368
O -1.47050 2.35441 -3.75016
O -2.61293 1.94477 -5.95212
C -0.58253 3.63342 -5.87298
H 1.48077 3.89035 -6.51122
H 1.29366 3.29407 -4.86083
H 0.71777 1.74931 -7.43246
H 1.90862 1.32885 -6.20895
H -0.59974 0.22194 -6.20088
H 0.22459 0.59408 -4.66632
H -0.79316 4.51204 -5.26778
H -0.95444 3.77789 -6.88703
C -6.70433 -0.50535 3.41155
C -7.09701 -1.94152 3.78140
C -6.03089 -2.87451 3.19315
S -4.51315 -1.91596 3.11778
O -4.16017 -1.73854 1.73330
O -3.57318 -2.42378 4.08330
C -5.21615 -0.38715 3.72499
H -7.28757 0.22924 3.96484
H -6.87508 -0.33848 2.34574
H -7.11758 -2.04462 4.86829
H -8.08850 -2.19695 3.41036
H -5.86580 -3.75012 3.81581
H -6.28054 -3.18184 2.17938
H -4.73521 0.45602 3.23400
H -5.04030 -0.34711 4.79972
```

Summary:
Energy = -3419.98744 a.u.
M = 626.0 g/mol
Multiplicity = 1
E_LUMO = 0.015 Ha


The molecule C24H22N4O3, computed with ωB97M-V/def2-TZVPD.

```
53
Properties=species:S:1:pos:R:3
C -7.58378 -2.64892 0.01831
H -8.11593 -3.54863 -0.28686
O -6.35914 -2.68027 -0.66967
C -5.46906 -1.66446 -0.47501
C -4.27875 -1.74764 -1.18991
C -3.31416 -0.76956 -1.05713
C -3.49916 0.30285 -0.19227
C -4.71755 0.40195 0.50562
C -5.69026 -0.57507 0.36406
H -6.61540 -0.49044 0.90873
O -4.84727 1.51375 1.29716
C -6.05415 1.71279 1.98845
H -5.93529 2.65552 2.52052
H -6.90409 1.79048 1.30241
H -6.24135 0.91326 2.71270
N -2.57829 1.33084 -0.02635
C -1.22197 1.31980 -0.14341
N -0.65493 2.50912 -0.16930
C 0.67897 2.60025 -0.31192
C 1.25208 3.88665 -0.38792
C 2.59664 4.03664 -0.58550
C 3.42366 2.91349 -0.72038
C 2.90174 1.64985 -0.63389
C 1.52665 1.46007 -0.40553
C 0.89767 0.18935 -0.26856
C -0.46290 0.11927 -0.15973
H -0.94474 -0.83560 -0.02788
C 1.66555 -1.09537 -0.24011
O 1.37947 -2.04509 -0.94302
N 2.64185 -1.13745 0.69640
H 2.92943 -0.28935 1.16077
C 3.56108 -2.24311 0.77914
C 4.98806 -1.80611 0.56820
N 5.22024 -0.50119 0.58575
C 6.45821 -0.07105 0.41035
C 7.53571 -0.91690 0.21211
C 7.29724 -2.28403 0.19883
C 6.00404 -2.73979 0.37992
H 5.77635 -3.79463 0.37230
H 8.10785 -2.98178 0.04603
H 8.52921 -0.52157 0.07116
H 6.58011 1.00415 0.43199
H 3.47800 -2.72994 1.76077
H 3.26333 -2.96652 0.01301
H 3.54905 0.79370 -0.75216
H 4.48031 3.04855 -0.89852
H 3.02898 5.02479 -0.65149
H 0.59264 4.73623 -0.30419
H -2.96811 2.22842 0.22860
H -2.41608 -0.82843 -1.64988
H -4.13116 -2.58258 -1.85443
H -8.17874 -1.77043 -0.25425
H -7.43887 -2.66839 1.10388
```

Summary:
Energy = -1372.53072 a.u.
M = 414.5 g/mol
ΔE to the lowest compared entry with this formula, charge and spin = 39.1 kcal/mol
SMILES = COc1ccc(Nc2cc(C(=O)NCc3ccccn3)c3ccccc3n2)c(OC)c1
Multiplicity = 1
E_LUMO = 0.017 Ha


A cluster of 5 separate species, C18H45FO4P in total at a distorted geometry, computed with ωB97M-V/def2-TZVPD.

```
69
Properties=species:S:1:pos:R:3
C 0.02535 1.04022 2.95317
C 1.35666 1.32388 2.28227
P 1.58199 0.44222 0.56322
F 2.75471 1.25877 -0.46491
H -0.01691 0.15841 3.72343
H -0.90888 1.69638 2.62051
H 2.19048 2.00691 2.77115
H 0.23563 0.42358 -0.01747
H 2.02688 -0.90030 0.83904
C -3.21119 4.11808 -2.54064
C -1.95754 3.96805 -1.69397
O -1.84734 2.69423 -1.06352
C -1.79722 1.56100 -1.92748
C -0.62105 1.58560 -2.88882
H -4.10744 3.94812 -1.93158
H -3.26294 5.12356 -2.97129
H -3.23562 3.40126 -3.36373
H -1.98450 4.71326 -0.89262
H -1.05815 4.17889 -2.27997
H -2.74527 1.45460 -2.46491
H -1.70796 0.67860 -1.28301
H -0.66151 2.44366 -3.56368
H -0.60981 0.67770 -3.49965
H 0.32304 1.64799 -2.33666
C 5.73449 0.51342 0.12394
C 7.16605 0.90671 -0.20312
O 7.84879 -0.05245 -1.00691
C 7.28300 -0.32535 -2.28697
C 7.20079 0.89770 -3.18450
H 5.71111 -0.45597 0.63665
H 5.27015 1.26553 0.77035
H 5.12129 0.42181 -0.77466
H 7.72905 0.98992 0.73194
H 7.20624 1.89276 -0.67517
H 6.30226 -0.79861 -2.17240
H 7.93050 -1.07039 -2.76404
H 6.55972 1.67422 -2.76096
H 6.79584 0.62454 -4.16375
H 8.19488 1.33560 -3.32631
C -2.13250 -3.94643 -0.96777
C -0.75303 -3.31279 -1.04882
O -0.25708 -2.86921 0.21193
C -0.10121 -3.86665 1.21888
C 0.86117 -4.97518 0.82754
H -2.85284 -3.24192 -0.53432
H -2.47890 -4.23582 -1.96546
H -2.13427 -4.84092 -0.34184
H -0.81059 -2.42875 -1.69178
H -0.03493 -3.98997 -1.52050
H -1.07807 -4.27242 1.50182
H 0.28966 -3.35726 2.10752
H 0.51748 -5.52443 -0.05198
H 0.97194 -5.69031 1.64842
H 1.84652 -4.55990 0.58940
C -6.04705 0.23531 4.22793
C -4.61549 0.62861 3.90088
O -3.93275 -0.33056 3.09708
C -4.49854 -0.60346 1.81702
C -4.58075 0.61959 0.91949
H -6.07043 -0.73407 4.74065
H -6.51139 0.98742 4.87435
H -6.66025 0.14371 3.32934
H -4.05249 0.71182 4.83593
H -4.57530 1.61465 3.42882
H -5.47928 -1.07671 1.93159
H -3.85104 -1.34850 1.33995
H -5.22182 1.39612 1.34303
H -4.98570 0.34643 -0.05975
H -3.58666 1.05750 0.77768
```

Summary:
Energy = -1454.46322 a.u.
Net charge = +1
M = 375.5 g/mol
Multiplicity = 1
E_LUMO = -0.226 Ha


A cluster of 9 separate species, C27H51Cl9O12S6 in total at a distorted geometry, computed with ωB97M-V/def2-TZVPD.

```
105
Properties=species:S:1:pos:R:3
C 1.26105 -1.70000 2.28892
C 0.05525 -2.47040 1.75298
C 0.42583 -2.93177 0.31574
S 2.14070 -3.49258 0.57523
O 3.06529 -3.28190 -0.51275
O 2.09084 -4.81376 1.14658
C 2.52252 -2.36101 1.87394
H 1.22925 -1.63686 3.32340
H 1.32197 -0.69636 1.83580
H -0.73138 -1.71858 1.75664
H -0.29563 -3.35506 2.39482
H 0.44667 -2.13552 -0.42096
H -0.13858 -3.78350 0.02328
H 3.34212 -1.66380 1.66528
H 2.90765 -3.01903 2.67202
C 3.55908 2.21587 4.81950
C 3.47878 3.43768 3.96455
C 3.97066 3.13938 2.52533
S 3.43282 1.42918 2.28853
O 4.47966 0.56453 1.83374
O 2.17488 1.49984 1.58229
C 3.15074 0.98164 3.98024
H 2.95542 2.19585 5.74203
H 4.55594 2.03042 5.19041
H 4.12403 4.20349 4.39703
H 2.47068 3.74055 3.93752
H 5.05926 3.12679 2.52316
H 3.52937 3.78657 1.71954
H 3.47790 0.00271 4.28577
H 2.07860 0.90740 3.96228
C 0.50774 -3.64158 -4.57193
C 1.50342 -4.00791 -3.43687
C 1.00399 -5.34243 -2.86024
S -0.75987 -5.21245 -2.85252
O -1.24604 -4.86068 -1.50610
O -1.30552 -6.31289 -3.59544
C -0.84821 -3.79799 -3.86561
H 0.53478 -4.31115 -5.43036
H 0.88930 -2.58659 -4.79829
H 1.53124 -3.26666 -2.65584
H 2.58460 -4.01583 -3.72186
H 1.30940 -5.64037 -1.86808
H 1.28654 -6.19402 -3.50975
H -1.02098 -2.91792 -3.24376
H -1.68437 -3.92009 -4.59394
C -5.25312 -2.49431 2.73798
C -4.52279 -3.33992 3.77554
C -3.21134 -2.63782 3.92368
S -3.59266 -0.82040 3.78960
O -2.76298 -0.15107 2.80058
O -3.63193 -0.27987 5.17440
C -5.21126 -1.03465 3.24211
H -6.28824 -2.77526 2.52491
H -4.72731 -2.51766 1.77643
H -4.40003 -4.39360 3.41542
H -5.05627 -3.46967 4.73324
H -2.52989 -2.94696 3.12473
H -2.73707 -2.73878 4.91363
H -5.56623 -0.31767 2.52601
H -5.74351 -0.95888 4.16275
C 4.66121 1.66009 -2.52213
C 3.63374 1.43605 -1.40273
C 3.45901 -0.08068 -1.38778
S 3.35529 -0.56308 -3.12506
O 1.95870 -0.65534 -3.57900
O 4.34298 -1.61134 -3.39323
C 4.26368 0.88370 -3.78156
H 5.66412 1.26186 -2.23485
H 4.85760 2.74521 -2.66035
H 2.65781 2.00802 -1.46400
H 4.03319 1.74077 -0.43781
H 2.60677 -0.44087 -0.89885
H 4.38306 -0.65087 -0.96854
H 3.63470 1.40938 -4.40775
H 5.06480 0.40978 -4.36979
C -0.70572 1.94988 0.33854
C -2.06339 2.67033 0.44255
C -3.16902 2.05480 -0.43245
S -2.23473 0.71125 -1.28542
O -2.55688 0.50019 -2.70025
O -2.31792 -0.44389 -0.45705
C -0.59326 1.38220 -1.08381
H -0.39417 1.15782 1.02463
H 0.08697 2.79783 0.37234
H -1.94261 3.71322 0.09206
H -2.31503 2.69597 1.44275
H -3.65299 2.71866 -1.18742
H -3.95565 1.53839 0.10728
H -0.60757 2.21717 -1.79343
H 0.11036 0.66389 -1.30199
C -2.77868 2.74274 -4.85953
Cl -3.08665 1.73825 -6.19763
Cl -3.62030 4.32516 -4.98266
Cl -1.00519 3.10784 -4.67959
H -3.03360 2.22846 -3.96300
C 1.06204 6.39840 -0.94316
Cl 0.14150 6.54938 0.62953
Cl 0.49673 4.99552 -1.83477
Cl 2.79820 6.38196 -0.67184
H 0.84255 7.25081 -1.58655
C -7.16481 4.21508 -0.28603
Cl -6.68300 4.59845 -1.91069
Cl -6.43564 5.35806 0.82419
Cl -6.75617 2.52555 0.10351
H -8.23475 4.40724 -0.13989
```

Summary:
Energy = -8492.96836 a.u.
M = 1079.2 g/mol
ΔE to the lowest compared entry with this formula, charge and spin = 13.6 kcal/mol
SMILES = O=S1(=O)CCCC1.O=S1(=O)CCCC1.O=S1(=O)CCCC1.O=S1(=O)CCCC1.O=S1(=O)CCCC1.O=S1(=O)CCCC1.ClC(Cl)Cl.ClC(Cl)Cl.ClC(Cl)Cl
Multiplicity = 1
E_LUMO = -0.001 Ha


The records above give, respectively, HOMO energy values of -9.183; -7.178; -11.620; -9.831 eV.